Entry 1:
DFT (ωB97M-V with the def2-TZVPD basis set) results for a structure of composition C24H35BiN2O at a distorted geometry.

E_tot = -1334.08256 Eh
LUMO (alpha / beta) = -8.588 / -8.899 eV
Orbital gap (alpha / beta) = 4.7 / 4.6 eV
Net charge = +2

Cartesian coordinates (Å):
C: -3.679 -1.091 -0.878
H: -3.688 -1.433 0.152
H: -4.474 -0.372 -1.142
H: -1.302 0.570 1.701
C: -3.338 -2.083 -1.926
H: -2.600 -1.662 -2.630
H: -2.861 -2.961 -1.466
C: -4.661 -2.414 -2.650
H: -4.513 -2.933 -3.612
H: -5.227 -3.014 -1.925
H: -5.175 -1.449 -2.788
C: 0.265 2.148 -1.286
C: -0.329 1.931 -2.540
C: -1.702 2.242 -2.448
C: -1.987 2.561 -1.102
C: -0.762 2.521 -0.371
C: -0.563 2.958 1.024
C: -3.240 3.182 -0.610
C: -2.656 2.392 -3.565
C: 0.401 1.628 -3.779
C: 1.695 2.121 -0.965
Bi: -1.830 -0.058 0.118
H: -3.268 3.263 0.493
H: -3.292 4.224 -1.007
H: -4.160 2.661 -0.941
H: -1.500 2.986 1.601
H: 0.122 2.283 1.558
H: -0.118 3.975 1.074
H: 2.196 1.303 -1.485
H: 2.229 3.041 -1.251
H: 1.884 1.988 0.102
H: -0.241 1.133 -4.510
H: 0.842 2.497 -4.290
H: 1.233 0.959 -3.556
H: -3.675 2.061 -3.310
H: -2.735 3.452 -3.875
H: -2.323 1.838 -4.453
C: 4.010 -2.907 2.076
N: 3.188 -2.141 1.186
N: 2.062 -1.556 1.651
C: 1.389 -1.129 0.564
O: 0.415 -0.395 0.804
C: 2.037 -1.594 -0.601
C: 3.134 -2.250 -0.168
C: 4.163 -2.951 -0.918
C: 1.800 -1.120 3.011
C: 2.875 -0.683 3.784
C: 2.679 -0.390 5.146
C: 1.379 -0.431 5.674
C: 0.294 -0.760 4.862
C: 0.499 -1.089 3.526
H: 3.633 -2.842 3.112
H: 5.025 -2.471 2.001
H: 3.995 -3.962 1.729
H: 1.616 -1.390 -1.604
H: 5.133 -2.539 -0.645
H: 4.101 -4.015 -0.696
H: 3.951 -2.770 -1.972
H: 3.875 -0.642 3.327
H: 3.567 -0.140 5.750
H: 1.255 -0.195 6.739
H: -0.695 -0.770 5.297
H: -0.350 -1.319 2.902

Mulliken atomic charge list, values in e, 6 entries: number 1, C, carries -1.04; number 2, H, carries 0.51; number 3, H, carries 0.39; number 4, H, carries 0.08; number 5, C, carries -0.12; number 6, H, carries 0.28

Entry 2:
DFT (ωB97M-V with the def2-TZVPD basis set) results for a structure of composition C24H35Cl3HfO5PSe.

E_tot = -5482.92991 Eh
LUMO = -4.130 eV
Orbital gap = 7.9 eV
Net charge = +1

Cartesian coordinates (Å):
Hf: 0.151 1.633 2.009
Cl: 2.696 6.984 -2.330
C: 2.406 5.578 -1.380
C: 1.231 5.490 -0.642
C: 1.049 4.345 0.098
Cl: -0.401 4.100 1.058
C: 1.963 3.295 0.150
O: 1.677 2.219 0.891
C: 3.120 3.416 -0.614
Cl: 4.244 2.120 -0.612
C: 3.342 4.555 -1.374
H: 0.503 6.289 -0.655
H: 4.245 4.640 -1.962
C: -3.979 -2.825 0.688
C: -2.982 -2.928 1.852
C: -1.934 -1.805 1.802
C: -1.633 -1.459 0.339
C: -2.869 -0.776 -0.279
C: -4.174 -1.367 0.284
P: -0.151 -0.396 0.182
C: -0.017 0.345 -1.491
C: -0.964 1.514 -1.771
C: -0.403 2.337 -2.941
C: 0.265 1.432 -3.995
C: -0.354 0.038 -3.983
C: -0.071 -0.671 -2.648
C: 1.404 -1.368 0.364
C: 1.369 -2.823 -0.150
C: 1.237 -3.816 1.000
C: 2.444 -3.734 1.949
C: 3.031 -2.316 2.016
C: 1.925 -1.285 1.812
H: -4.930 -3.276 0.968
H: -3.618 -3.392 -0.175
H: -2.483 -3.899 1.830
H: -3.509 -2.871 2.806
H: -1.042 -2.094 2.357
H: -2.314 -0.904 2.293
H: -1.422 -2.385 -0.207
H: -2.842 -0.888 -1.365
H: -2.845 0.301 -0.074
H: -4.967 -1.268 -0.457
H: -4.495 -0.793 1.157
H: 0.997 0.766 -1.446
H: -1.102 2.155 -0.893
H: -1.955 1.133 -2.015
H: 0.327 3.059 -2.561
H: -1.210 2.917 -3.391
H: 1.338 1.347 -3.794
H: 0.177 1.884 -4.982
H: 0.030 -0.568 -4.804
H: -1.432 0.121 -4.142
H: 0.881 -1.204 -2.701
H: -0.843 -1.424 -2.462
H: 2.101 -0.797 -0.259
H: 2.302 -3.019 -0.683
H: 0.572 -2.967 -0.883
H: 1.135 -4.827 0.604
H: 0.312 -3.616 1.550
H: 3.220 -4.430 1.627
H: 2.139 -4.053 2.948
H: 3.783 -2.175 1.234
H: 3.538 -2.154 2.967
H: 2.314 -0.273 2.004
H: 1.129 -1.465 2.538
O: 0.471 2.652 3.920
Se: -0.811 1.666 4.370
O: -1.491 1.690 5.779
O: -0.101 0.276 3.707
O: -1.726 2.015 2.969

Mulliken atomic charge list, values in e, 6 entries: number 1, Hf, carries 1.43; number 2, Cl, carries -0.18; number 3, C, carries 0.47; number 4, C, carries -0.97; number 5, C, carries 1.19; number 6, Cl, carries -0.26

Entry 3:
DFT (ωB97M-V with the def2-TZVPD basis set) results for a structure of composition C24H35ClSbSe4Tc.

E_tot = -11321.84811 Eh
LUMO (alpha / beta) = -9.418 / -9.415 eV
Orbital gap (alpha / beta) = 4.8 / 4.8 eV
Net charge = +2

Cartesian coordinates (Å):
Tc: -0.154 -1.115 -0.681
C: 1.040 0.303 0.624
C: -0.221 0.953 0.797
C: -1.130 -0.034 1.346
C: -0.349 -1.207 1.561
C: 1.016 -1.014 1.156
C: 2.195 -1.865 1.590
C: 2.478 -1.393 3.034
C: 1.841 -3.350 1.609
C: 3.435 -1.615 0.741
C: -2.593 0.048 1.822
C: -3.598 0.328 0.697
C: -2.708 1.136 2.904
C: -3.004 -1.264 2.513
C: -0.283 2.479 0.658
C: 0.135 2.956 2.074
C: 0.803 3.032 -0.286
C: -1.618 3.109 0.261
H: 1.915 0.778 0.209
H: -0.718 -2.117 2.003
H: 1.607 -1.520 3.675
H: 2.783 -0.348 3.067
H: 3.285 -1.992 3.448
H: 1.028 -3.568 2.299
H: 2.704 -3.921 1.946
H: 1.562 -3.729 0.619
H: 3.706 -0.562 0.703
H: 3.327 -1.981 -0.284
H: 4.280 -2.144 1.175
H: -3.314 1.157 0.058
H: -4.560 0.567 1.145
H: -3.751 -0.549 0.069
H: -2.655 2.144 2.510
H: -1.948 1.020 3.677
H: -3.681 1.026 3.383
H: -2.941 -2.130 1.859
H: -4.042 -1.174 2.827
H: -2.415 -1.457 3.410
H: 1.129 2.591 2.330
H: -0.552 2.658 2.854
H: 0.178 4.043 2.058
H: 1.812 2.804 0.056
H: 0.719 4.117 -0.279
H: 0.702 2.720 -1.323
H: -2.413 2.936 0.979
H: -1.966 2.791 -0.722
H: -1.469 4.186 0.209
Se: -1.139 -3.978 -4.497
Sb: -1.035 -4.407 -2.245
Se: -2.069 -2.369 -0.797
Se: 1.205 -2.313 -1.906
Se: -0.432 -5.931 -0.666
Cl: -1.728 -0.232 -4.789
C: -0.070 0.240 -4.531
C: 0.762 0.288 -5.641
C: 2.077 0.692 -5.485
C: 2.554 1.059 -4.232
C: 1.719 1.005 -3.134
C: 0.392 0.580 -3.252
C: -0.520 0.498 -2.086
H: 0.368 0.023 -6.610
H: 2.726 0.732 -6.347
H: 3.574 1.393 -4.116
H: 2.104 1.277 -2.160
H: -1.529 0.203 -2.381
H: -0.553 1.406 -1.508

Mulliken atomic charge list, values in e, 6 entries: number 1, Tc, carries 0.31; number 2, C, carries 0.08; number 3, C, carries 0.90; number 4, C, carries 0.37; number 5, C, carries -0.34; number 6, C, carries 0.34

Entry 4:
DFT (ωB97M-V with the def2-TZVPD basis set) results for a structure of composition C24H35ErN2O at a distorted geometry.

E_tot = -2134.83244 Eh
Spin multiplicity = 4
LUMO (alpha / beta) = -6.579 / -6.452 eV
Orbital gap (alpha / beta) = 7.9 / 8.0 eV
Expectation value of S² = 3.753
Net charge = +2

Cartesian coordinates (Å):
C: -2.926 -0.280 1.722
H: -3.080 -0.605 2.763
H: -3.928 -0.158 1.276
H: -2.444 0.696 1.782
C: -2.027 -1.307 0.967
H: -1.823 -0.963 -0.094
H: -1.063 -1.421 1.524
C: -2.716 -2.696 0.872
H: -1.993 -3.505 0.658
H: -3.309 -2.969 1.765
H: -3.451 -2.669 0.054
C: 1.495 0.318 -2.077
C: 0.715 -0.843 -2.447
C: -0.677 -0.449 -2.424
C: -0.746 0.906 -1.971
C: 0.590 1.379 -1.752
C: 0.943 2.749 -1.276
C: -1.971 1.734 -1.779
C: -1.871 -1.239 -2.823
C: 1.284 -2.177 -2.787
C: 2.974 0.438 -2.022
Er: 0.312 -0.329 -0.168
H: -1.802 2.520 -1.031
H: -2.332 2.246 -2.688
H: -2.815 1.144 -1.403
H: 0.087 3.266 -0.818
H: 1.741 2.731 -0.519
H: 1.299 3.384 -2.104
H: 3.471 -0.528 -1.907
H: 3.313 0.891 -2.965
H: 3.322 1.063 -1.189
H: 0.517 -2.959 -2.796
H: 1.758 -2.131 -3.782
H: 2.030 -2.536 -2.057
H: -2.671 -1.160 -2.075
H: -2.303 -0.911 -3.783
H: -1.634 -2.300 -2.920
C: 3.538 -0.165 5.716
N: 2.961 -0.652 4.493
N: 2.708 0.167 3.459
C: 2.115 -0.543 2.462
O: 1.723 0.067 1.391
C: 2.073 -1.898 2.904
C: 2.601 -1.909 4.185
C: 2.876 -3.003 5.136
C: 2.976 1.570 3.493
C: 4.234 2.051 3.883
C: 4.453 3.428 3.964
C: 3.416 4.323 3.672
C: 2.164 3.832 3.268
C: 1.939 2.454 3.182
H: 3.454 0.919 5.760
H: 4.602 -0.438 5.770
H: 2.973 -0.569 6.561
H: 1.729 -2.730 2.305
H: 3.956 -3.140 5.309
H: 2.408 -2.814 6.113
H: 2.478 -3.954 4.762
H: 5.024 1.352 4.165
H: 5.437 3.801 4.252
H: 3.581 5.404 3.750
H: 1.350 4.517 3.007
H: 0.965 2.049 2.886

Mulliken atomic charge list, values in e, 6 entries: number 1, C, carries -1.41; number 2, H, carries 0.45; number 3, H, carries 0.36; number 4, H, carries 0.32; number 5, C, carries 1.58; number 6, H, carries -0.59

Entry 5:
DFT (ωB97M-V with the def2-TZVPD basis set) results for a structure of composition C24H35LiN3O2SSb at a distorted geometry.

E_tot = -1896.19532 Eh
LUMO = 0.289 eV
Orbital gap = 7.2 eV
Net charge = 0

Cartesian coordinates (Å):
Li: 1.137 -0.908 1.345
C: 3.528 1.324 4.094
C: 2.473 0.908 3.124
N: 1.926 -0.303 3.146
N: 2.277 -1.258 3.939
C: 1.924 -2.476 3.428
O: 1.201 -2.616 2.401
C: 2.528 -3.658 4.141
C: 3.162 -3.441 5.383
C: 3.653 -4.548 6.060
C: 3.499 -5.833 5.532
C: 2.870 -6.049 4.297
C: 2.422 -4.924 3.590
C: 2.235 1.734 1.940
C: 2.842 2.990 1.793
C: 2.518 3.744 0.689
C: 1.575 3.285 -0.244
C: 1.037 2.037 -0.016
N: 1.395 1.227 0.991
H: 3.436 0.576 4.881
H: 3.347 2.388 4.428
H: 4.559 1.175 3.644
H: 3.191 -2.447 5.840
H: 4.167 -4.462 7.008
H: 3.815 -6.732 6.103
H: 2.721 -7.091 3.890
H: 1.879 -5.039 2.664
H: 3.626 3.252 2.489
H: 3.031 4.694 0.623
H: 1.211 3.957 -1.026
H: 0.297 1.593 -0.708
O: 0.119 -1.216 -0.163
S: -0.747 -2.442 -0.079
C: -2.530 -1.912 -0.061
C: -3.225 -2.433 -1.368
C: -2.112 -2.606 -2.463
C: -0.831 -3.095 -1.760
H: -2.671 -0.801 0.038
H: -2.926 -2.402 0.814
H: -3.966 -1.731 -1.737
H: -3.707 -3.406 -1.214
H: -1.897 -1.655 -2.969
H: -2.353 -3.319 -3.302
H: 0.116 -2.860 -2.271
H: -0.846 -4.147 -1.591
C: -0.702 4.503 -3.199
C: -1.699 4.215 -2.078
Sb: -2.652 2.265 -1.981
C: -1.423 1.008 -3.260
C: -2.224 0.423 -4.426
C: -4.315 2.787 -3.244
C: -3.898 3.519 -4.493
H: -0.205 5.485 -3.058
H: -1.090 4.512 -4.209
H: 0.112 3.737 -3.137
H: -2.562 4.917 -2.045
H: -1.173 4.327 -1.126
H: -0.966 0.287 -2.604
H: -0.665 1.778 -3.575
H: -3.155 -0.069 -4.169
H: -1.618 -0.339 -4.927
H: -2.585 1.126 -5.174
H: -4.971 3.441 -2.648
H: -4.763 1.817 -3.435
H: -3.299 4.420 -4.313
H: -4.736 3.870 -5.053
H: -3.318 2.899 -5.187

Mulliken atomic charge list, values in e, 6 entries: number 1, Li, carries 1.03; number 2, C, carries -1.29; number 3, C, carries 0.33; number 4, N, carries -0.04; number 5, N, carries -0.67; number 6, C, carries 0.36

Entry 6:
DFT (ωB97M-V with the def2-TZVPD basis set) results for a structure of composition C24H35N3O5S at a distorted geometry.

E_tot = -1873.34327 Eh
LUMO = 0.511 eV
Orbital gap = 7.7 eV
Net charge = 0

Cartesian coordinates (Å):
C: -4.069 -3.583 -0.393
H: -4.989 -3.577 -0.107
O: -3.187 -2.859 0.483
C: -1.957 -2.844 0.272
C: -1.305 -3.432 -0.977
C: -0.021 -3.138 -0.902
C: 0.648 -2.534 0.220
C: 0.043 -1.947 1.077
C: -1.350 -2.127 1.233
O: -2.005 -1.778 2.374
C: -1.454 -0.835 3.438
H: -1.023 -0.023 2.950
H: -0.622 -1.839 3.803
H: -2.156 -0.688 4.168
H: 0.634 -1.502 1.841
C: 2.082 -2.180 0.055
N: 2.916 -1.595 0.793
C: 4.103 -1.498 0.294
C: 4.227 -2.077 -1.005
O: 2.829 -2.588 -0.997
C: 5.125 -2.520 -2.024
H: 4.711 -3.233 -2.412
H: 5.375 -1.530 -2.498
H: 6.029 -2.757 -1.256
C: 5.255 -0.517 0.560
H: 5.052 -0.240 1.749
H: 6.163 -1.482 0.906
S: 5.797 0.860 -0.409
O: 4.686 0.649 -1.351
C: 5.313 2.090 0.763
C: 3.885 2.102 1.210
O: 3.633 2.026 2.330
N: 2.960 1.878 0.341
C: 1.540 1.404 0.667
H: 1.469 0.415 1.001
C: 0.653 1.985 -0.434
H: 0.632 2.849 -0.901
H: 0.948 1.247 -1.082
C: -0.823 1.362 -0.104
N: -1.815 1.636 -1.153
C: -2.310 2.705 -1.092
H: -2.915 3.015 -2.026
C: -3.660 2.822 -0.227
C: -4.313 4.073 -0.337
H: -4.766 4.418 -1.439
H: -4.933 4.207 0.330
H: -3.488 4.916 -0.108
C: -4.397 1.563 -0.488
C: -3.759 0.469 -0.597
C: -2.755 0.485 -1.441
H: -2.998 0.605 -2.550
H: -2.040 -0.477 -1.524
H: -4.277 -0.378 -0.846
H: -3.333 0.104 0.609
H: -4.864 1.778 -1.397
H: -5.290 1.811 0.423
H: -3.192 2.694 0.691
H: -1.745 3.576 -0.987
H: -0.734 0.351 0.144
H: -0.997 1.840 1.071
H: 1.375 2.084 1.464
H: 3.274 1.555 -0.521
H: 5.399 3.013 -0.015
H: 5.857 2.166 1.603
H: 0.571 -3.499 -1.802
H: -1.819 -3.832 -1.583
H: -4.068 -3.146 -1.375
H: -3.751 -4.499 -0.506

Mulliken atomic charge list, values in e, 6 entries: number 1, C, carries -1.51; number 2, H, carries 0.38; number 3, O, carries -0.39; number 4, C, carries 0.55; number 5, C, carries -1.63; number 6, C, carries -0.62

Entry 7:
DFT (ωB97M-V with the def2-TZVPD basis set) results for the molecule C24H35N3O6S at a distorted geometry.

E_tot = -1949.44868 Eh
Structure (SMILES) = O=C(COC(=O)c1cc(S(=O)(=O)N2CCCCC2)ccc1N1CCOCC1)NC1CCCCC1
LUMO = 0.273 eV
Orbital gap = 8.6 eV
Net charge = 0

Cartesian coordinates (Å):
O: -1.050 -4.391 -1.314
C: -0.395 -3.552 -0.738
N: -0.852 -2.701 0.196
H: -0.195 -2.070 0.625
C: -2.254 -2.551 0.577
C: -3.084 -2.027 -0.597
C: -4.545 -1.872 -0.185
C: -5.107 -3.197 0.320
C: -4.283 -3.701 1.500
C: -2.825 -3.875 1.089
H: -2.230 -4.225 1.936
H: -2.753 -4.616 0.293
H: -4.679 -4.655 1.854
H: -4.350 -2.984 2.323
H: -6.150 -3.070 0.620
H: -5.074 -3.934 -0.484
H: -5.125 -1.518 -1.039
H: -4.624 -1.122 0.605
H: -2.690 -1.065 -0.935
H: -3.007 -2.739 -1.419
H: -2.275 -1.814 1.389
C: 1.109 -3.377 -1.030
H: 1.351 -3.912 -1.949
H: 1.703 -3.769 -0.196
O: 1.408 -2.002 -1.233
C: 2.032 -1.331 -0.258
O: 2.513 -1.855 0.722
C: 1.922 0.133 -0.466
C: 0.643 0.593 -0.767
C: 0.349 1.936 -0.721
C: 1.333 2.852 -0.385
C: 2.614 2.421 -0.126
C: 2.956 1.053 -0.172
N: 4.235 0.639 0.036
C: 5.215 1.406 0.771
H: 4.731 2.190 1.351
C: 5.936 0.455 1.740
O: 6.535 -0.624 1.068
C: 5.568 -1.372 0.362
C: 4.850 -0.477 -0.651
H: 4.111 -1.041 -1.216
H: 5.598 -0.078 -1.353
H: 6.109 -2.173 -0.142
H: 4.832 -1.798 1.057
H: 6.741 0.979 2.259
H: 5.208 0.080 2.475
H: 5.949 1.853 0.086
H: 3.376 3.152 0.088
H: 1.080 3.900 -0.355
S: -1.324 2.473 -1.019
O: -1.334 3.540 -1.974
O: -2.118 1.303 -1.299
N: -1.672 3.142 0.481
C: -1.902 2.160 1.520
C: -3.326 1.602 1.493
C: -4.334 2.747 1.551
C: -4.070 3.714 0.398
C: -2.633 4.227 0.475
H: -2.393 4.846 -0.389
H: -2.482 4.810 1.391
H: -4.201 3.194 -0.552
H: -4.763 4.556 0.434
H: -5.350 2.354 1.487
H: -4.235 3.278 2.502
H: -3.459 1.049 0.563
H: -3.466 0.922 2.336
H: -1.170 1.363 1.373
H: -1.702 2.645 2.482
H: -0.147 -0.100 -1.012

Mulliken atomic charge list, values in e, 6 entries: number 1, O, carries -0.65; number 2, C, carries 0.54; number 3, N, carries 0.04; number 4, H, carries 0.37; number 5, C, carries 0.06; number 6, C, carries -0.52

no.,molecular weight (g mol⁻¹)
1,576.54
2,798.32
3,894.60
4,534.82
5,558.33
6,477.63
7,493.63